75
Properties=species:S:1:pos:R:3:forces:R:3:lowdin_charge:R:1 method="wB97M-V/def2-TZVPD" e_homo_ha="-0.3586 / -0.3864" orbital_gap_ev="4.826 / 5.610" de_lowest_kj_mol=358.9 charge=+1 s_squared=0.77 spin_multiplicity=2
Ir -0.114 -0.006 -0.906 1.2 -0.6 -2.1 0.67
O -1.764 -0.215 1.741 2.0 3.4 1.5 0.24
C -1.096 0.719 1.936 -3.2 -5.7 -2.2 -0.10
C -0.407 1.818 2.261 2.1 3.6 1.1 -0.19
C -0.984 2.720 3.225 0.0 -1.2 -0.6 0.04
C -0.325 3.860 3.579 0.4 0.5 0.1 -0.03
C 0.922 4.175 3.023 -0.6 -0.5 0.1 0.02
C 1.504 3.324 2.100 -0.1 -0.1 0.0 -0.03
C 0.878 2.158 1.694 -0.7 -0.3 0.5 -0.25
P 1.610 1.082 0.437 -1.0 -1.4 -1.3 0.97
C 2.842 2.162 -0.342 -0.3 0.0 0.0 -0.37
C 4.212 2.053 -0.129 -0.1 0.0 0.1 -0.07
C 5.068 2.976 -0.705 0.1 0.0 -0.1 -0.06
C 4.569 4.008 -1.482 0.0 0.0 0.1 -0.06
C 3.202 4.120 -1.690 0.0 0.1 -0.1 -0.06
C 2.342 3.191 -1.140 -0.1 -0.2 0.1 -0.10
C 2.587 -0.154 1.334 -0.2 0.2 0.2 -0.36
C 2.501 -0.300 2.715 0.1 0.0 -0.3 -0.07
C 3.299 -1.234 3.351 0.0 -0.2 0.1 -0.06
C 4.181 -2.011 2.615 0.0 0.0 0.0 -0.06
C 4.254 -1.879 1.235 0.0 -0.1 0.1 -0.05
C 3.443 -0.967 0.589 -0.2 0.2 0.0 -0.11
H -1.939 2.475 3.657 -0.2 0.0 0.1 0.14
H -0.770 4.530 4.299 -0.1 0.0 0.0 0.12
H 1.433 5.074 3.322 0.1 0.2 0.1 0.13
H 2.469 3.568 1.684 0.0 0.0 -0.1 0.12
H 4.608 1.257 0.484 0.0 0.0 0.0 0.10
H 6.131 2.888 -0.544 0.1 0.0 0.0 0.11
H 5.243 4.726 -1.924 0.1 0.1 0.0 0.11
H 2.810 4.928 -2.286 0.0 0.1 -0.1 0.11
H 1.274 3.244 -1.308 -0.1 0.1 -0.1 0.10
H 1.829 0.320 3.289 0.0 0.1 0.1 0.10
H 3.238 -1.355 4.422 0.0 0.0 0.1 0.11
H 4.819 -2.723 3.116 0.0 -0.1 0.1 0.11
H 4.943 -2.485 0.668 0.0 -0.1 -0.1 0.12
H 3.465 -0.872 -0.487 0.1 0.0 -0.1 0.12
S -0.419 0.237 -3.475 -0.5 0.0 1.5 0.28
P -2.331 0.706 -2.973 0.0 0.1 -0.4 0.17
S -2.292 1.206 -0.994 1.3 -0.3 0.4 0.28
C -2.957 2.155 -3.874 0.1 -0.6 0.3 -0.38
C -4.243 2.149 -4.395 0.1 0.0 0.0 -0.07
C -4.752 3.310 -4.949 -0.1 0.1 0.0 -0.06
C -3.987 4.465 -4.972 -0.1 0.0 0.0 -0.07
C -2.696 4.458 -4.466 0.1 0.0 0.1 -0.07
C -2.175 3.303 -3.913 0.0 0.0 -0.1 -0.10
C -3.544 -0.622 -3.273 0.4 0.4 0.2 -0.40
C -3.521 -1.322 -4.476 0.0 0.1 0.1 -0.09
C -4.533 -2.229 -4.745 0.0 0.0 -0.1 -0.06
C -5.552 -2.428 -3.824 0.0 0.0 0.0 -0.07
C -5.556 -1.744 -2.618 0.0 0.0 0.0 -0.07
C -4.550 -0.837 -2.338 0.1 0.1 -0.1 -0.11
H -4.837 1.247 -4.365 -0.1 0.0 0.0 0.10
H -5.753 3.311 -5.350 -0.1 0.0 -0.1 0.11
H -4.407 5.379 -5.366 0.0 0.0 -0.1 0.11
H -2.103 5.359 -4.492 0.1 0.1 0.0 0.11
H -1.171 3.282 -3.511 0.1 0.0 0.0 0.09
H -2.727 -1.148 -5.191 0.0 0.0 0.0 0.11
H -4.531 -2.778 -5.675 0.0 0.0 0.0 0.11
H -6.350 -3.118 -4.049 -0.1 -0.1 0.0 0.11
H -6.342 -1.909 -1.898 -0.1 0.0 0.0 0.11
H -4.550 -0.289 -1.406 0.0 0.0 0.0 0.07
O 0.062 -1.906 0.351 -0.3 0.1 0.7 -0.13
C 0.853 -2.486 -0.447 -0.5 0.4 0.4 -0.64
O 1.201 -1.873 -1.491 -0.1 1.6 0.0 -0.10
C 1.323 -3.857 -0.173 0.0 -0.3 0.0 -0.15
C 1.196 -4.400 1.105 0.0 0.1 -0.2 -0.02
C 1.538 -5.722 1.321 0.0 -0.1 0.0 -0.07
C 2.014 -6.494 0.272 0.1 0.0 0.0 -0.07
C 2.176 -5.945 -0.991 0.0 -0.1 0.0 -0.07
C 1.827 -4.629 -1.219 -0.1 0.2 0.2 -0.01
H 0.822 -3.780 1.906 -0.1 0.0 0.0 0.12
H 1.420 -6.159 2.302 0.0 0.0 0.1 0.11
H 2.267 -7.529 0.441 0.0 -0.1 0.0 0.11
H 2.549 -6.554 -1.799 0.1 -0.1 -0.1 0.11
H 1.918 -4.188 -2.198 0.0 0.1 -0.1 0.12

=====

6
Properties=species:S:1:pos:R:3:forces:R:3:lowdin_charge:R:1 method="wB97M-V/def2-TZVPD" e_homo_ha=-0.4180 orbital_gap_ev=11.509 de_lowest_kj_mol=141.8
C 1.147 1.705 0.430 -0.5 -0.4 -0.2 -0.43
C -3.029 0.747 -1.822 0.2 -1.0 3.9 0.04
N 2.236 1.956 0.624 2.1 0.7 0.5 0.15
O -2.963 0.462 -0.698 -0.2 1.0 -3.9 -0.02
O -0.023 1.364 0.070 -2.1 -0.5 0.3 0.10
H -0.603 1.136 0.835 0.6 0.2 -0.7 0.15

=====

9
Properties=species:S:1:pos:R:3:forces:R:3:lowdin_charge:R:1 method="wB97M-V/def2-TZVPD" e_homo_ha=-0.2206 orbital_gap_ev=8.180 de_lowest_kj_mol=26.9 charge=-1
C 1.505 0.397 0.130 0.0 -1.5 0.5 -0.78
N -1.636 0.237 -0.274 -1.4 2.2 -1.1 -0.06
N -2.075 -0.835 -0.076 1.5 -1.5 1.5 -0.05
O -1.943 1.354 -0.619 0.7 -0.7 0.2 0.05
O -1.731 -1.845 0.532 -0.8 0.0 -0.6 -0.02
O 1.489 1.563 0.422 -0.7 0.4 -0.9 0.03
F 1.005 -0.492 1.102 0.0 -0.1 0.3 -0.02
F 0.638 -0.220 -1.033 0.9 1.3 0.5 -0.15
F 2.749 -0.159 -0.183 -0.2 -0.1 -0.4 0.00

=====

44
Properties=species:S:1:pos:R:3:forces:R:3:lowdin_charge:R:1 method="wB97M-V/def2-TZVPD" e_homo_ha=-0.1867 orbital_gap_ev=7.189 de_lowest_kj_mol=11.1 charge=-1
Zr -1.341 0.385 -0.623 -2.7 -1.3 0.6 1.67
N -5.985 0.145 0.381 -0.1 0.0 0.1 0.04
C -4.640 0.052 0.144 0.7 -0.3 0.1 -0.90
S -3.898 1.317 -0.734 0.0 -0.2 0.1 0.68
N -4.034 -0.994 0.646 -1.2 -0.2 0.2 -0.05
N -2.704 -1.134 0.379 0.1 -0.5 0.6 -0.13
C -2.168 -2.159 0.969 -0.7 0.2 -0.2 -0.08
C -0.818 -2.603 0.792 0.7 0.2 -0.5 -0.16
C -0.310 -3.577 1.660 -0.1 0.2 -0.1 -0.05
C 0.995 -4.006 1.577 0.0 -0.1 0.1 -0.11
C 1.834 -3.445 0.619 -0.1 0.0 0.0 -0.09
C 1.354 -2.522 -0.285 -0.2 0.2 -0.2 -0.01
C 0.010 -2.093 -0.259 0.3 -1.4 0.6 -0.36
O -0.458 -1.306 -1.191 0.5 -1.2 -0.4 -0.22
H -6.481 0.794 -0.206 0.0 -0.1 0.1 0.06
H -6.452 -0.711 0.632 0.0 0.0 0.0 0.08
H -2.803 -2.733 1.652 0.0 0.1 -0.2 0.13
H -0.964 -3.985 2.420 -0.1 0.0 0.1 0.11
H 1.359 -4.764 2.253 0.1 0.0 0.1 0.09
H 2.871 -3.746 0.584 0.1 0.0 -0.1 0.10
H 1.996 -2.103 -1.051 0.0 0.0 0.0 0.11
Cl 5.151 2.421 1.390 0.3 0.1 0.0 0.67
C 3.557 1.753 1.261 -0.3 -0.1 0.4 -0.62
C 2.896 1.385 2.407 0.4 0.2 -0.4 -0.17
C 1.612 0.874 2.317 -1.1 -0.4 0.1 -0.61
I 0.541 0.257 4.008 0.3 0.1 0.1 0.91
C 0.898 0.746 1.129 1.5 0.5 0.7 -0.43
O -0.319 0.323 1.122 0.4 -0.2 0.3 -0.28
C 1.612 1.120 -0.066 0.6 0.1 0.7 -0.13
N 0.951 0.990 -1.232 0.2 0.2 -0.1 0.06
C 1.545 1.338 -2.347 -0.2 -0.2 -0.1 -0.07
C 2.861 1.831 -2.392 0.1 0.0 0.3 -0.02
C 3.563 1.964 -1.225 -0.2 0.0 -0.2 -0.02
C 2.947 1.619 -0.003 -0.4 -0.2 0.0 -0.16
H 3.357 1.503 3.375 0.1 0.0 0.0 0.09
H 0.969 1.231 -3.258 0.0 0.0 0.0 0.13
H 3.292 2.104 -3.342 0.0 0.0 -0.1 0.11
H 4.581 2.329 -1.212 0.0 0.0 -0.1 0.09
O -1.344 2.716 -3.820 0.0 -0.4 0.8 0.08
C -1.369 2.187 -2.724 0.1 1.6 -1.5 -0.59
O -1.560 0.926 -2.502 0.2 0.2 -1.6 -0.23
C -1.105 3.029 -1.423 0.3 1.8 -0.5 -0.57
O -0.818 4.208 -1.489 -0.2 -0.7 -0.1 0.09
O -1.180 2.336 -0.333 0.3 1.8 0.1 -0.24

=====

103
Properties=species:S:1:pos:R:3:forces:R:3:lowdin_charge:R:1 method="wB97M-V/def2-TZVPD" e_homo_ha=-0.1836 orbital_gap_ev=3.397
C 1.709 -5.915 -0.617 0.3 0.0 0.3 -0.01
N 1.159 -4.696 -1.160 -0.4 -0.2 -0.3 -0.04
C -0.001 -4.700 -1.880 -0.7 -0.8 0.5 -0.36
O -0.775 -5.651 -1.977 1.2 1.2 -0.2 0.09
C -0.135 -3.295 -2.468 -0.3 -0.2 -0.3 -0.16
C -1.571 -2.757 -2.534 0.2 0.3 0.1 -0.08
C -2.474 -3.650 -3.315 -0.4 -0.4 -1.0 -0.18
C -2.508 -3.841 -4.689 0.0 0.0 1.5 -0.04
N -3.438 -4.819 -4.990 -0.2 -0.1 -0.2 0.07
C -4.047 -5.258 -3.819 0.7 0.4 0.3 -0.20
C -4.992 -6.258 -3.607 -0.3 -0.1 0.4 -0.03
C -5.384 -6.519 -2.285 0.3 0.2 -0.5 -0.10
C -4.805 -5.817 -1.210 0.3 0.4 -0.1 -0.09
C -3.832 -4.840 -1.434 -0.4 -0.2 0.3 -0.02
C -3.458 -4.538 -2.739 0.0 -0.3 -1.1 -0.14
N 0.759 -2.523 -1.610 0.1 0.2 0.2 0.01
C 0.890 -1.181 -1.757 0.8 0.1 0.0 -0.03
C 2.010 -0.456 -1.373 -0.4 -0.3 0.2 -0.10
C 2.283 0.861 -1.760 0.0 0.3 -0.9 -0.06
C 3.440 1.588 -1.281 0.3 0.2 0.3 -0.25
C 3.920 2.731 -1.971 0.1 -0.2 0.2 -0.06
C 5.046 3.419 -1.527 -0.1 -0.4 -0.1 -0.09
C 5.731 2.981 -0.383 -0.1 0.0 0.0 -0.10
C 5.246 1.886 0.342 -0.1 0.0 -0.2 -0.09
C 4.109 1.204 -0.088 -0.1 0.3 -0.3 -0.03
C 1.819 -3.397 -1.063 0.3 -0.3 -0.2 -0.46
C 2.193 -3.136 0.402 -0.3 0.0 0.1 0.00
C 3.073 -3.386 -1.959 -0.1 0.0 -0.1 0.01
H 1.071 -6.748 -0.924 0.1 0.2 0.0 0.10
H 2.729 -6.076 -0.988 -0.2 0.0 0.0 0.09
H 1.748 -5.873 0.479 -0.1 -0.1 -0.2 0.09
H 0.272 -3.342 -3.506 -0.2 0.0 0.4 0.17
H -1.960 -2.645 -1.513 0.2 0.1 -0.4 0.10
H -1.544 -1.761 -3.007 0.0 -0.2 0.2 0.12
H -1.909 -3.345 -5.446 -0.2 -0.2 0.0 0.12
H -3.641 -5.159 -5.926 0.1 0.2 0.6 0.15
H -5.398 -6.796 -4.465 0.0 0.0 0.3 0.10
H -6.139 -7.277 -2.078 0.2 0.2 -0.1 0.10
H -5.109 -6.041 -0.184 0.1 0.0 -0.4 0.10
H -3.349 -4.304 -0.619 -0.3 -0.3 -0.1 0.09
H 0.051 -0.675 -2.239 0.3 -0.2 0.0 0.11
H 2.780 -0.977 -0.803 -0.3 0.4 -0.2 0.07
H 1.700 1.298 -2.578 0.4 -0.2 0.2 0.11
H 3.373 3.062 -2.858 0.2 0.0 0.3 0.12
H 5.395 4.295 -2.076 -0.1 -0.3 0.2 0.11
H 6.630 3.501 -0.051 -0.3 -0.1 -0.1 0.10
H 5.754 1.560 1.251 -0.1 0.1 -0.3 0.10
H 3.704 0.387 0.512 0.2 0.2 -0.2 0.10
H 1.372 -3.457 1.054 0.2 0.1 -0.1 0.08
H 3.092 -3.716 0.648 -0.2 0.1 0.0 0.09
H 2.400 -2.085 0.605 0.0 -0.2 0.0 0.06
H 2.809 -3.767 -2.956 0.1 0.1 0.2 0.10
H 3.473 -2.372 -2.061 0.0 -0.3 0.0 0.08
H 3.844 -4.028 -1.511 -0.2 0.2 -0.2 0.09
C 1.068 6.098 4.060 0.1 0.1 -0.3 -0.06
C 0.609 4.951 4.951 -0.1 -0.2 0.0 -0.49
C 0.784 5.414 6.389 0.0 0.0 0.3 -0.07
C -0.912 4.692 4.707 -0.3 -0.5 0.1 -0.08
O -1.272 3.471 4.037 0.3 0.4 0.0 0.10
B -0.349 2.528 3.706 0.3 0.6 -0.2 -0.59
C -0.768 1.373 2.754 -0.1 -0.3 -0.2 -0.05
C -2.070 1.297 2.241 -0.1 -0.3 0.2 0.00
C -2.543 0.113 1.690 0.1 0.0 0.0 0.00
C -1.691 -0.989 1.625 0.0 0.2 0.1 -0.13
C -2.255 -2.318 1.259 -0.3 -0.7 -0.7 -0.50
F -1.301 -3.154 0.716 -0.8 0.5 0.5 0.10
F -2.792 -2.988 2.318 0.4 0.5 -0.8 0.14
F -3.254 -2.198 0.316 0.8 -0.2 0.9 0.09
C -0.345 -0.874 1.959 0.0 0.1 0.0 0.00
C 0.123 0.326 2.486 -0.2 -0.3 0.1 0.00
C 0.695 3.304 -1.122 -0.2 -0.5 1.0 -0.11
C 1.438 4.500 -0.674 0.5 0.3 -0.5 -0.11
C -0.677 3.316 -1.406 -0.6 -0.1 -0.3 -0.25
C -1.357 2.089 -1.683 -0.1 0.3 0.2 -0.05
C -2.734 2.001 -1.573 0.1 0.1 -0.2 -0.11
C -3.492 3.142 -1.277 0.0 0.1 0.1 -0.11
C -2.858 4.389 -1.143 0.1 -0.2 -0.2 -0.10
C -1.480 4.499 -1.263 0.3 -0.4 0.1 -0.04
O 0.939 2.547 4.151 0.1 0.5 -0.1 0.10
C 1.541 3.719 4.723 -0.1 -0.5 0.1 -0.08
H 1.014 5.827 3.000 0.0 0.1 0.1 0.09
H 0.434 6.976 4.235 0.2 -0.1 -0.1 0.09
H 2.104 6.365 4.302 -0.2 0.0 -0.1 0.09
H 0.484 4.626 7.088 0.0 0.1 0.0 0.09
H 1.833 5.672 6.575 -0.2 0.0 0.1 0.09
H 0.171 6.303 6.572 0.1 -0.1 0.1 0.09
H -1.472 4.681 5.659 0.4 0.0 -0.2 0.13
H -1.342 5.494 4.090 0.2 -0.1 0.2 0.13
H -2.739 2.153 2.319 0.2 -0.2 0.1 0.12
H -3.568 0.029 1.336 0.2 0.0 0.1 0.13
H 0.323 -1.723 1.837 -0.2 0.2 0.0 0.09
H 1.178 0.411 2.744 -0.3 0.1 0.1 0.12
H 1.106 2.346 -0.833 -0.4 0.3 0.3 0.05
H 2.468 4.232 -0.419 -0.1 0.2 0.0 0.06
H 1.465 5.267 -1.465 0.1 0.1 0.2 0.08
H 0.983 4.978 0.210 0.0 -0.2 -0.1 0.08
H -0.749 1.219 -1.938 -0.2 0.2 0.2 0.08
H -3.222 1.034 -1.718 0.1 0.3 0.0 0.10
H -4.571 3.062 -1.159 0.2 0.0 -0.1 0.09
H -3.454 5.279 -0.938 0.1 -0.2 -0.1 0.10
H -0.971 5.462 -1.166 -0.3 -0.3 0.1 0.10
H 2.373 3.979 4.050 -0.3 0.1 0.2 0.13
H 1.990 3.375 5.671 -0.2 0.3 -0.2 0.13

=====

46
Properties=species:S:1:pos:R:3:forces:R:3:lowdin_charge:R:1 method="wB97M-V/def2-TZVPD" e_homo_ha=-0.3072 orbital_gap_ev=8.417 de_lowest_kj_mol=539.1
C 1.860 -1.709 0.787 1.1 2.2 -1.8 -0.05
C 0.935 -0.873 1.628 -0.6 0.4 -1.0 -0.28
C 1.172 -0.022 2.647 -0.8 0.0 -0.2 -0.20
N 2.420 0.561 2.929 0.0 0.1 3.1 0.01
C -0.511 -1.017 1.082 2.9 -3.7 1.1 -0.15
C -1.241 -2.104 1.927 -0.6 -0.4 1.0 -0.11
C -2.701 -2.081 1.468 3.5 -0.7 -0.3 -0.19
O -2.792 -2.252 0.282 -1.9 -0.9 -0.2 -0.01
H 2.253 -1.372 -0.250 -1.2 0.6 1.3 0.10
H 1.300 -2.532 0.464 -0.3 -1.8 0.1 0.04
H 2.822 -1.879 1.180 1.0 -1.0 1.2 0.06
H 0.306 0.324 3.237 0.5 0.2 -0.5 0.13
H 3.088 -0.086 2.515 0.8 0.6 0.8 0.08
H 2.601 0.949 3.981 -0.4 -1.8 -3.6 0.17
H -0.452 -1.398 0.062 0.1 0.6 0.4 0.06
H -0.870 -0.065 1.089 -2.0 2.3 0.1 0.08
H -0.979 -3.230 1.696 0.2 2.3 0.4 0.16
H -1.012 -1.881 3.013 -0.7 -0.5 -1.1 0.12
H -3.515 -2.000 2.113 -1.8 0.5 1.2 0.11
O 2.700 1.948 0.559 -0.5 -0.9 0.8 -0.02
H 2.232 1.235 1.049 -0.1 1.2 0.4 0.03
H 3.186 1.355 0.008 1.2 -0.4 -1.3 0.04
O 1.062 1.241 -3.137 0.2 -1.1 -0.8 -0.07
H 0.609 0.433 -2.864 -0.3 0.4 -0.1 0.03
H 0.647 1.945 -2.643 -0.1 0.1 0.5 0.00
O -1.984 -1.017 -1.582 -1.1 3.7 -2.3 -0.05
H -2.836 -1.053 -1.161 0.2 -0.9 0.3 0.03
H -1.399 -1.715 -1.421 0.7 -1.8 0.4 -0.06
O 1.220 2.971 -1.199 -0.9 2.1 -2.4 -0.06
H 1.811 2.649 -0.542 1.3 -0.9 1.6 -0.04
H 1.745 3.581 -1.766 -0.7 -0.5 0.7 0.11
O -2.610 1.666 -2.481 0.0 -1.0 1.8 -0.09
H -2.383 2.053 -1.605 -0.1 0.2 -0.9 0.00
H -2.669 0.716 -2.188 0.4 1.0 -1.0 0.01
O 3.517 -0.304 -2.368 -2.6 0.0 -1.3 -0.13
H 3.675 0.361 -3.084 -0.2 -0.7 0.9 0.05
H 2.517 -0.531 -2.545 3.0 0.8 0.6 0.07
O -1.167 3.637 -0.152 2.1 -2.2 -0.2 -0.10
H -0.288 3.168 -0.486 -2.0 1.3 1.1 0.05
H -1.320 4.137 -0.936 -0.6 1.0 -0.9 0.01
O -3.787 1.645 1.215 1.6 5.8 2.6 0.01
H -3.847 0.906 0.765 -1.0 -6.1 -3.3 -0.08
H -3.068 2.080 0.705 -0.4 0.4 0.8 0.04
O -0.423 -3.165 -1.290 -2.4 -3.2 -0.5 -0.10
H -1.233 -3.381 -0.705 1.7 0.7 -0.8 0.08
H -0.591 -3.899 -1.992 0.8 2.0 1.4 0.12